(1)
ORCA calculation (ωB97M-V/def2-TZVPD) on C46H47BrN6O6PSSn as an isolated structure at a distorted geometry.

Each line ends with the Löwdin charge.
Cartesian coordinates (Å):
Sn -0.06916 -0.05742 -1.12946  1.36
O 2.68624 5.78148 -1.79666  0.07
C 2.03464 4.58958 -1.81326  -0.29
C 2.64864 3.43328 -2.27906  0.06
C 1.96364 2.23728 -2.19456  -0.19
N 0.74144 2.17358 -1.69756  0.06
C 0.10534 3.27528 -1.33466  -0.17
C 0.71494 4.51768 -1.37376  0.08
C -1.36316 3.05528 -0.96576  -0.64
O -2.15026 3.98528 -1.11416  0.02
O -1.65496 1.88818 -0.59516  -0.18
C 2.55934 0.93878 -2.73666  -0.66
O 3.62904 1.00208 -3.32866  0.04
O 1.86654 -0.10332 -2.56386  -0.17
H 3.60304 5.63198 -2.06156  0.10
H 3.65274 3.42918 -2.67596  0.13
H 0.18964 5.40198 -1.05256  0.13
C 0.03144 -4.52012 1.82664  -0.12
C -1.22796 -3.65912 1.83214  -0.55
C -2.26556 -4.23262 0.87414  -0.15
P -0.93706 -1.84572 1.35904  1.03
C -2.47866 -1.06842 2.13824  -0.53
C -2.89936 -1.54612 3.52724  -0.12
C -2.27086 0.44168 2.16274  -0.12
C 0.40654 -1.36012 2.48884  -0.32
C 0.47764 -1.88492 3.77624  -0.09
C 1.47814 -1.55802 4.67274  -0.30
C 1.53994 -2.14052 6.05624  -0.07
C 2.46604 -0.67942 4.23364  -0.06
C 2.43994 -0.16062 2.96814  -0.03
C 1.41454 -0.46332 2.03044  -0.33
N 1.45734 0.05128 0.78724  -0.05
C 2.44894 1.02848 0.57704  -0.28
C 2.23224 2.33838 1.02884  -0.22
C 0.97214 2.65018 1.77554  -0.02
C 3.20514 3.30488 0.83264  -0.02
C 4.40084 3.00528 0.19694  -0.29
C 5.46194 4.05298 0.00174  -0.06
C 4.61894 1.69978 -0.21636  -0.01
C 3.67424 0.70558 -0.01886  -0.21
C 3.98934 -0.71572 -0.36416  -0.03
H -0.19406 -5.48542 2.28534  0.08
H 0.83014 -4.05002 2.39804  0.06
H 0.38124 -4.69632 0.81214  0.05
H -1.63496 -3.68962 2.84584  0.07
H -1.89596 -4.19622 -0.14836  0.06
H -3.18516 -3.65492 0.91454  0.04
H -2.49606 -5.26902 1.12444  0.07
H -3.29066 -1.29422 1.43344  0.07
H -2.09846 -1.39382 4.24784  0.06
H -3.19906 -2.59252 3.53214  0.06
H -3.75756 -0.96102 3.86044  0.07
H -1.43406 0.69518 2.81234  0.07
H -3.16506 0.94478 2.53514  0.08
H -2.06486 0.82258 1.16694  0.03
H -0.27866 -2.58672 4.09574  0.09
H 0.58884 -2.58592 6.34144  0.07
H 1.79234 -1.37162 6.78684  0.07
H 2.30904 -2.91472 6.11444  0.07
H 3.27284 -0.40672 4.90254  0.11
H 3.23404 0.50628 2.66584  0.11
H 0.12234 2.18738 1.27434  0.06
H 0.81224 3.72468 1.85194  0.08
H 1.02824 2.22768 2.78234  0.09
H 3.02794 4.31118 1.19504  0.12
H 5.09564 5.03328 0.29924  0.07
H 5.78754 4.10038 -1.03766  0.07
H 6.33884 3.81658 0.60554  0.07
H 5.55514 1.44928 -0.69666  0.12
H 5.02284 -0.81052 -0.69086  0.08
H 3.33724 -1.05392 -1.16436  0.06
H 3.82004 -1.35662 0.50124  0.08
N -4.27376 1.06788 -1.73216  0.14
C -5.19666 0.28188 -1.05906  -0.23
C -6.38656 0.83788 -0.61276  -0.02
C -7.36506 0.04648 -0.02606  -0.10
C -7.16326 -1.30962 0.12094  -0.11
C -5.96856 -1.87542 -0.30666  -0.12
C -4.99246 -1.09062 -0.88416  -0.43
S -3.47286 -1.83842 -1.43576  0.95
N -2.75056 -0.64012 -2.32136  -0.31
C -3.16326 0.56428 -2.36386  -0.41
C -2.40536 1.47278 -3.23506  -0.24
C -2.93166 2.67738 -3.70126  -0.01
C -2.13846 3.47468 -4.50606  -0.05
C -0.86826 3.03578 -4.84356  -0.04
C -0.44436 1.80938 -4.35216  -0.13
N -1.18656 1.05638 -3.56706  0.09
H -4.32726 2.06888 -1.61676  0.14
H -6.55156 1.89738 -0.74056  0.11
H -8.29086 0.49808 0.29754  0.10
H -7.92506 -1.94012 0.55324  0.09
H -5.78376 -2.93372 -0.20146  0.10
H -3.93176 2.99288 -3.44436  0.11
H -2.50396 4.42538 -4.86886  0.11
H -0.21636 3.63468 -5.46066  0.10
H 0.53514 1.41378 -4.58796  0.12
O 3.64714 -5.36592 -2.58186  0.07
C 2.70234 -4.45032 -2.26726  -0.30
C 2.53374 -3.96582 -0.97186  0.00
C 1.53584 -3.04322 -0.73356  -0.18
N 0.70004 -2.63002 -1.66936  -0.04
C 0.88234 -3.06652 -2.89406  -0.75
Br -0.31816 -2.43652 -4.18756  0.79
C 1.85624 -3.97552 -3.26456  -0.03
H 4.18384 -5.56312 -1.80306  0.11
H 3.17934 -4.29302 -0.17026  0.12
H 1.37934 -2.60692 0.24144  0.07
H 1.96544 -4.30382 -4.28306  0.11

Atoms 1-2, force components in eV/Å:
Sn 0.362 0.351 -0.183
O -0.004 0.059 0.047

## Properties
Electronic energy   -165694.387 eV
Net charge   -1
Spin multiplicity   1
M   1041.57 g mol⁻¹
Relative energy (zero: lowest compared OMol25 entry of this formula, charge and spin)   14.1 kcal/mol
Lowest unoccupied orbital energy   0.0831 Eh

***

(2)
ORCA calculation (ωB97M-V/def2-TZVPD) on C46H47F9GeN6O3S2Ta as an isolated structure at a distorted geometry.

Each line ends with the Löwdin charge.
Cartesian coordinates (Å):
Ta 0.98900 0.66340 0.89580  1.95
N -1.06520 0.90840 -1.24060  0.14
C -0.84890 0.11530 -0.33980  -0.36
H -1.79160 0.86730 -1.94830  0.10
C -3.11890 -1.31950 1.61110  -0.17
Ge -2.19640 -1.55740 -0.13980  1.09
C -1.70320 -3.49650 -0.19890  -0.29
C -1.63700 -4.21630 -1.38710  -0.10
C -1.46430 -5.59180 -1.36570  -0.07
C -1.34670 -6.26220 -0.15890  -0.06
C -1.39980 -5.55020 1.02900  -0.08
C -1.57900 -4.17980 1.00660  -0.13
C -3.21580 -1.20720 -1.85340  -0.23
C -2.43940 -1.26690 -2.99470  -0.16
C -2.99150 -1.12480 -4.27150  -0.06
C -4.33010 -0.86840 -4.40560  -0.01
C -5.15970 -0.77000 -3.27340  -0.16
C -6.53760 -0.49080 -3.40920  -0.01
C -7.35910 -0.44590 -2.31540  -0.06
C -6.82960 -0.67180 -1.03840  -0.06
C -5.48930 -0.90840 -0.87210  -0.04
C -4.60850 -0.96600 -1.97200  -0.17
H -3.84540 -2.12440 1.70340  0.05
H -3.62400 -0.36340 1.69430  0.02
H -2.41630 -1.39580 2.43300  0.01
H -1.75130 -3.70660 -2.33260  0.09
H -1.42390 -6.14490 -2.29330  0.12
H -1.21500 -7.33250 -0.14010  0.12
H -1.31350 -6.07180 1.97030  0.11
H -1.64570 -3.63570 1.93660  0.08
H -1.37230 -1.43850 -2.91060  0.09
H -2.35830 -1.22230 -5.14010  0.11
H -4.76690 -0.74660 -5.38350  0.12
H -6.93130 -0.32450 -4.40100  0.12
H -8.41200 -0.24380 -2.43050  0.11
H -7.48790 -0.66170 -0.18290  0.11
H -5.09390 -1.07240 0.11620  0.07
F 4.74270 -1.34140 -0.50260  0.19
C 4.59920 -0.14910 -1.07330  -0.56
F 5.23200 -0.15310 -2.23550  0.22
F 5.16400 0.75050 -0.28050  0.21
C 3.08060 0.14900 -1.22760  -0.24
O 2.45500 -0.12800 -0.06100  -0.23
C 2.43170 -0.69920 -2.35230  -0.54
F 1.10590 -0.76590 -2.07810  0.11
F 2.55600 -0.19240 -3.56270  0.23
F 2.88400 -1.94260 -2.36090  0.20
C 2.81850 1.64100 -1.48900  -0.54
F 3.40450 2.22000 -2.50070  0.26
F 3.10790 2.28040 -0.35140  0.13
F 1.46640 1.80230 -1.61500  0.12
C -3.53390 3.02920 2.32970  -0.02
C -2.79760 1.97810 3.09910  -0.26
C -3.20690 1.63170 4.38060  0.01
C -2.51290 0.66410 5.08380  -0.25
C -2.97970 0.20480 6.42810  -0.02
C -1.36900 0.09530 4.53050  -0.02
C -0.88760 0.44210 3.25860  -0.31
C -1.68880 1.35770 2.54230  -0.07
N 0.30790 -0.02280 2.67330  -0.08
C 1.18490 -0.90000 3.50140  -0.56
C 0.51850 -2.26770 3.73390  -0.01
C 1.62850 -0.18400 4.79220  -0.01
C 2.51500 -1.20480 2.78420  -0.07
H -4.59280 3.02900 2.57800  0.09
H -3.41350 2.89280 1.25820  0.08
H -3.14290 4.01530 2.58350  0.09
H -4.08250 2.09070 4.81150  0.13
H -3.87800 0.73490 6.72890  0.08
H -2.21640 0.36170 7.18730  0.09
H -3.20140 -0.86070 6.40360  0.09
H -0.87210 -0.62370 5.15250  0.10
H -1.47160 1.60770 1.51410  0.05
H -0.38870 -2.22010 4.32130  0.07
H 1.20870 -2.93160 4.24620  0.10
H 0.27270 -2.69670 2.76660  0.05
H 0.83010 0.25340 5.37670  0.07
H 2.31700 0.61520 4.52500  0.08
H 2.15440 -0.89630 5.42140  0.10
H 2.38000 -1.78030 1.87490  0.04
H 3.12420 -1.79500 3.46530  0.11
H 3.08080 -0.30170 2.56980  0.06
C 2.26330 -5.13300 0.94830  -0.05
C 1.95850 -4.33970 -0.32910  -0.17
C 1.30220 -3.11970 -0.00630  -0.18
N 0.79250 -2.14450 0.33020  0.16
H 2.74960 -6.06820 0.68940  0.09
H 1.34430 -5.36040 1.47990  0.06
H 2.92510 -4.56970 1.59980  0.08
H 1.31470 -4.91790 -0.99740  0.12
H 2.88380 -4.10120 -0.86000  0.13
N -0.27420 6.12900 6.67500  0.16
C 0.27160 5.39140 5.69240  -0.29
C 1.28470 5.92910 4.87520  0.01
C 1.77990 5.21890 3.81000  -0.06
C 1.30090 3.93900 3.54170  -0.31
C 0.35940 3.35880 4.38000  -0.04
C -0.15290 4.07250 5.43910  0.01
S 1.89080 3.14310 2.08110  0.65
O 2.67420 4.07240 1.34430  -0.28
O 2.48940 1.82810 2.32730  -0.36
N 0.59920 2.61940 1.15110  -0.30
C -0.03590 3.58210 0.41710  -0.69
S 0.24460 5.28810 0.65010  1.14
C -0.86440 5.58550 -0.63870  -0.34
C -1.34990 4.41950 -1.12800  -0.21
N -0.89140 3.29750 -0.51560  0.03
H 0.04020 7.06890 6.83940  0.12
H -0.98490 5.75560 7.27870  0.12
H 1.66570 6.91350 5.09390  0.12
H 2.53620 5.63540 3.16790  0.12
H 0.02790 2.35420 4.18960  0.08
H -0.89250 3.61870 6.08020  0.12
H -1.07740 6.58500 -0.95570  0.08
H -2.04400 4.32210 -1.94110  0.11

Atoms 1-2, force components in eV/Å:
Ta -0.490 -2.108 2.958
N -0.123 -1.256 0.690

## Properties
Electronic energy   -167729.983 eV
Net charge   +2
Spin multiplicity   2
M   1220.60 g mol⁻¹
Relative energy (zero: lowest compared OMol25 entry of this formula, charge and spin)   0.0 kcal/mol
Lowest unoccupied orbital energy (alpha / beta)   -0.2585 / -0.2773 Eh

***

(3)
ORCA calculation (ωB97M-V/def2-TZVPD) on C46H47N4OPSe2SiW as an isolated structure.

Each line ends with the Löwdin charge.
Cartesian coordinates (Å):
W 0.14803 -0.02017 0.06278  1.31
C -2.51644 -1.21926 -1.13405  -0.16
N -1.19829 -1.74012 -0.64691  -0.26
C -1.57120 -2.62331 0.49694  -0.10
C -0.38858 -2.92330 1.34166  -0.26
C -0.20826 -4.10104 2.03826  0.02
C 0.90288 -4.21887 2.85965  -0.01
C 1.79107 -3.16050 2.93237  0.00
C 1.53085 -2.01887 2.19888  -0.10
N 0.44863 -1.89052 1.42651  0.00
C -0.48035 -2.52836 -1.69888  -0.12
C 1.02145 -2.37921 -1.63046  -0.26
C 1.86294 -3.30641 -2.21168  0.02
C 3.22948 -3.06980 -2.21734  -0.01
C 3.71682 -1.90349 -1.65283  -0.01
C 2.82229 -1.01114 -1.09787  -0.10
N 1.50469 -1.25335 -1.07380  -0.11
C -2.91511 -0.05837 -0.27332  -0.27
C -4.22000 0.28658 -0.00229  0.02
C -4.47726 1.41336 0.76924  -0.01
C -3.41969 2.18312 1.21315  0.00
C -2.13662 1.80839 0.86288  -0.10
N -1.88434 0.67920 0.18733  -0.07
H -3.26441 -2.01425 -1.11480  0.15
H -2.41210 -0.87333 -2.15870  0.05
H -2.05107 -3.52661 0.11469  0.14
H -2.30453 -2.08618 1.10424  0.14
H -0.92755 -4.90365 1.94652  0.13
H 1.07350 -5.12466 3.42566  0.13
H 2.67838 -3.20714 3.54783  0.13
H 2.19908 -1.17446 2.23712  0.08
H -0.80644 -2.16434 -2.67423  0.10
H -0.75653 -3.58226 -1.63830  0.14
H 1.45175 -4.20010 -2.66152  0.13
H 3.90393 -3.78607 -2.66667  0.13
H 4.77235 -1.67353 -1.64945  0.13
H 3.14110 -0.06652 -0.67670  0.09
H -5.02743 -0.32239 -0.38590  0.13
H -5.49669 1.68451 1.00908  0.13
H -3.56072 3.07561 1.80547  0.12
H -1.28080 2.39811 1.15506  0.07
Se 1.29608 2.36420 -0.49365  0.50
P 0.14880 2.61280 -2.29919  0.29
Se -0.43613 0.55791 -2.65601  0.54
C -1.31700 3.63392 -2.01924  -0.39
C -1.38223 4.50693 -0.93969  -0.11
C -2.51172 5.29134 -0.75133  -0.07
C -3.57145 5.20763 -1.64109  -0.06
C -3.50462 4.34002 -2.72678  -0.06
C -2.38006 3.55680 -2.91934  -0.09
C 1.05904 3.31095 -3.67251  -0.40
C 0.69841 2.99614 -4.98068  -0.10
C 1.35057 3.61249 -6.03537  -0.06
C 2.35778 4.53585 -5.78434  -0.05
C 2.72142 4.84068 -4.48002  -0.06
C 2.07306 4.22935 -3.41887  -0.09
H -0.55436 4.57594 -0.24500  0.07
H -2.55649 5.97390 0.08815  0.11
H -4.44842 5.82536 -1.49874  0.11
H -4.32759 4.28067 -3.42631  0.11
H -2.33799 2.88065 -3.76551  0.10
H -0.07360 2.26203 -5.18147  0.09
H 1.07867 3.36791 -7.05312  0.12
H 2.86552 5.01497 -6.61057  0.12
H 3.51263 5.55245 -4.28807  0.12
H 2.36519 4.46244 -2.40132  0.09
C 3.45458 2.35206 2.34079  -0.10
C 2.84011 1.61513 3.53895  -0.59
C 2.94157 2.52788 4.77581  -0.07
C 3.68685 0.35191 3.77514  -0.08
Si 1.00343 1.26168 3.24612  0.61
O 0.83139 0.62882 1.66645  -0.56
C 0.25309 -0.08046 4.30616  -0.24
C -0.92758 -0.69504 3.87408  -0.12
C -1.55752 -1.66755 4.63385  -0.07
C -1.01868 -2.04464 5.85855  -0.06
C 0.14050 -1.43660 6.31551  -0.06
C 0.76611 -0.46285 5.54660  -0.08
C -0.08018 2.78333 3.38624  -0.23
C 0.15176 3.95588 2.65427  -0.12
C -0.67029 5.06411 2.79070  -0.07
C -1.74208 5.03111 3.67533  -0.07
C -1.97995 3.88838 4.42346  -0.07
C -1.15835 2.77722 4.27642  -0.08
H 4.52517 2.49190 2.51623  0.10
H 3.02362 3.34255 2.19234  0.07
H 3.34778 1.78842 1.41100  0.03
H 3.98281 2.83445 4.90815  0.10
H 2.63443 2.02540 5.69432  0.08
H 2.33949 3.43183 4.67373  0.08
H 4.64888 0.64142 4.20582  0.10
H 3.91817 -0.15816 2.83400  0.08
H 3.22736 -0.36928 4.45214  0.06
H -1.37460 -0.39834 2.92509  0.09
H -2.47696 -2.12122 4.28415  0.11
H -1.50902 -2.79808 6.46074  0.11
H 0.55648 -1.71387 7.27522  0.11
H 1.66383 -0.00092 5.93619  0.09
H 0.98316 4.01280 1.96460  0.06
H -0.46405 5.96305 2.22232  0.11
H -2.37349 5.90229 3.79618  0.11
H -2.79630 3.86445 5.13402  0.11
H -1.35927 1.89890 4.87810  0.10

Atoms 1-2, force components in eV/Å:
W 0.097 -0.238 0.229
C -0.011 -0.012 0.020

## Properties
Electronic energy   -206151.028 eV
Net charge   +2
Spin multiplicity   1
M   1072.73 g mol⁻¹
Relative energy (zero: lowest compared OMol25 entry of this formula, charge and spin)   1.5 kcal/mol
Lowest unoccupied orbital energy (alpha / beta)   -0.1917 / -0.1917 Eh